Record 1
The following is a quantum chemistry calculation of a molecular structure, C50H64BrN4O4SSe3Ti, from the Open Molecules 2025 dataset.

```
128
Properties=species:S:1:pos:R:3:mulliken_charge:R:1
Ti 0.239 -1.078 1.540 0.04
C -3.630 0.240 -5.423 -1.63
C -3.627 1.189 -4.216 2.08
C -2.882 2.463 -4.617 -2.06
C -5.074 1.571 -3.871 -1.66
C -2.976 0.499 -3.020 -0.09
C -1.836 0.972 -2.391 -0.31
C -1.295 0.292 -1.315 -0.42
Se 0.273 0.960 -0.446 -0.19
C 1.606 -0.053 -1.391 0.05
C 2.199 0.528 -2.502 -0.39
C 3.128 -0.172 -3.254 -0.25
C 3.383 -1.487 -2.863 -0.77
C 2.802 -2.114 -1.770 0.40
C 1.925 -1.351 -0.950 0.35
O 1.451 -1.828 0.171 0.52
C 3.137 -3.598 -1.548 2.38
C 4.634 -3.735 -1.238 -1.56
C 2.816 -4.375 -2.838 -1.91
C 2.363 -4.293 -0.421 -1.82
C 3.836 0.418 -4.472 2.14
C 3.509 -0.417 -5.718 -1.67
C 3.408 1.861 -4.743 -2.04
C 5.353 0.406 -4.239 -1.67
C -1.854 -0.893 -0.780 0.39
O -1.313 -1.464 0.262 -0.05
C -3.009 -1.402 -1.440 -0.46
C -3.517 -0.682 -2.514 -0.42
C -3.753 -2.694 -1.067 2.52
C -3.798 -3.620 -2.296 -1.83
C -3.129 -3.498 0.072 -1.79
C -5.189 -2.343 -0.646 -1.80
H -4.092 0.721 -6.289 0.47
H -4.186 -0.674 -5.208 0.29
H -2.610 -0.045 -5.686 0.32
H -3.384 2.929 -5.468 0.46
H -1.853 2.248 -4.909 0.34
H -2.862 3.187 -3.800 0.36
H -5.555 2.059 -4.723 0.47
H -5.095 2.256 -3.021 0.33
H -5.664 0.693 -3.606 0.27
H -1.341 1.874 -2.726 0.52
H 1.913 1.538 -2.764 0.42
H 4.082 -2.063 -3.459 0.26
H 5.254 -3.340 -2.046 0.28
H 4.895 -4.787 -1.091 0.48
H 4.881 -3.192 -0.326 0.11
H 3.381 -4.014 -3.698 0.31
H 1.753 -4.293 -3.074 0.37
H 3.055 -5.433 -2.701 0.49
H 2.604 -3.885 0.557 0.01
H 2.627 -5.355 -0.431 0.53
H 1.285 -4.203 -0.554 0.29
H 2.433 -0.424 -5.902 0.32
H 3.833 -1.452 -5.601 0.31
H 4.009 -0.004 -6.598 0.47
H 2.337 1.927 -4.946 0.34
H 3.940 2.245 -5.616 0.44
H 3.636 2.511 -3.896 0.37
H 5.720 -0.608 -4.070 0.29
H 5.610 1.005 -3.364 0.34
H 5.878 0.816 -5.107 0.46
H -4.404 -1.074 -2.998 0.19
H -2.785 -3.881 -2.608 0.36
H -4.304 -3.160 -3.146 0.32
H -4.329 -4.542 -2.046 0.47
H -2.096 -3.772 -0.132 0.20
H -3.713 -4.413 0.215 0.50
H -3.137 -2.938 1.004 0.15
H -5.739 -1.837 -1.443 0.31
H -5.177 -1.686 0.226 0.29
H -5.736 -3.253 -0.382 0.48
Se 1.982 -2.446 3.360 0.02
Se -0.508 -3.841 2.610 -0.14
C -1.723 -2.521 3.214 -0.10
C -2.943 -2.847 3.815 -0.69
C -3.835 -1.838 4.116 -0.45
C -3.501 -0.513 3.840 -0.79
C -2.268 -0.261 3.279 -0.26
N -1.412 -1.240 2.975 0.62
C 3.636 -2.046 2.468 0.03
C 4.731 -2.898 2.651 -0.63
C 5.952 -2.530 2.116 -0.49
C 6.041 -1.342 1.402 -0.81
C 4.893 -0.578 1.255 -0.23
N 3.718 -0.914 1.777 0.28
H -3.175 -3.884 4.010 0.49
H -4.792 -2.081 4.561 0.39
H -4.179 0.300 4.059 0.48
H -1.930 0.742 3.041 0.23
H 4.611 -3.814 3.212 0.45
H 6.820 -3.164 2.248 0.36
H 6.972 -1.017 0.958 0.41
H 4.914 0.350 0.693 0.43
Br 5.256 5.675 3.715 -0.25
C 4.052 4.199 3.688 0.10
C 3.534 3.773 2.476 -0.84
C 2.667 2.694 2.462 0.19
C 2.306 2.062 3.647 0.39
C 2.834 2.511 4.851 -0.27
C 3.717 3.579 4.881 -0.65
C 1.319 0.922 3.645 -0.71
O 0.856 0.505 4.699 -0.76
O 1.023 0.497 2.468 0.39
H 3.806 4.278 1.559 0.48
H 2.251 2.340 1.528 0.34
H 2.536 2.009 5.762 0.49
H 4.136 3.929 5.814 0.44
C -3.592 4.136 1.467 -1.24
N -3.499 3.923 2.897 0.23
C -4.765 3.679 3.562 -1.30
C -2.301 3.615 3.468 0.16
S -0.964 3.239 2.564 -0.13
N -2.307 3.599 4.856 0.14
C -2.733 4.829 5.515 -1.11
C -1.151 3.007 5.520 -0.91
H -4.465 4.760 1.266 0.34
H -3.695 3.189 0.926 0.44
H -2.693 4.629 1.110 0.39
H -5.383 3.036 2.929 0.41
H -5.318 4.607 3.740 0.33
H -4.594 3.178 4.510 0.44
H -3.576 5.285 5.006 0.38
H -1.910 5.554 5.540 0.33
H -3.024 4.605 6.542 0.33
H -0.907 2.039 5.093 0.05
H -1.405 2.878 6.574 0.37
H -0.261 3.641 5.437 0.39
```

Summary:
**ΔE to the lowest compared entry with this formula, charge and spin**: 132.5 kJ/mol
**E_HOMO (spin up / spin down)**: -4.487 / -4.788 eV
**<S²>**: 2.0108
**Multiplicity**: 3
**Charge**: -1
**Molecular weight**: 1181.80 g mol⁻¹
**Lowest unoccupied orbital energy (spin up / spin down)**: 2.1252 / 1.0583 eV
**Gap between HOMO and LUMO (spin up / spin down)**: 6.61 / 5.85 eV

---

Record 2
The following is a quantum chemistry calculation of a molecular structure, C50H66N4O2SeTi at a distorted geometry, from the Open Molecules 2025 dataset.

```
124
Properties=species:S:1:pos:R:3:mulliken_charge:R:1
Ti 0.192 0.135 0.133 -3.28
C 2.348 -2.385 3.341 -1.19
C 1.476 -1.172 3.675 -0.68
C 0.151 -1.201 2.894 -1.13
N -0.174 0.017 2.144 0.92
C -0.821 0.989 2.773 1.33
C -0.964 1.001 4.175 -0.66
C -1.759 1.770 5.006 -0.59
C -2.705 2.731 4.700 -0.65
C -2.996 3.175 3.422 -0.69
C -2.397 2.884 2.207 -0.99
C -1.319 2.033 1.869 0.78
N -0.789 1.965 0.662 1.08
C -1.235 2.935 -0.331 -1.72
C -0.252 3.045 -1.480 0.15
C 1.158 3.076 -0.939 -1.58
N 1.571 1.786 -0.384 1.16
C 2.766 1.726 0.152 0.53
C 3.557 2.861 0.467 -0.65
C 4.891 2.973 0.804 -0.66
C 5.892 2.008 0.824 -0.67
C 5.694 0.664 0.579 -0.53
C 4.515 -0.057 0.420 -1.19
C 3.170 0.347 0.456 1.47
N 2.155 -0.508 0.533 1.69
C 2.489 -1.918 0.776 0.40
C 3.215 -2.220 2.093 -0.62
H 1.695 -3.261 3.237 0.25
H 3.015 -2.608 4.177 0.54
H 2.014 -0.248 3.452 0.29
H 1.271 -1.157 4.748 0.75
H -0.685 -1.423 3.558 1.32
H 0.178 -2.008 2.171 -0.85
H -0.338 0.286 4.689 0.21
H -1.639 1.549 6.063 0.38
H -3.273 3.153 5.519 0.34
H -3.818 3.882 3.351 0.36
H -2.842 3.395 1.367 0.31
H -1.301 3.913 0.155 0.84
H -2.242 2.697 -0.692 0.46
H -0.457 3.973 -2.016 0.57
H -0.363 2.232 -2.195 -0.78
H 1.207 3.873 -0.191 0.51
H 1.866 3.344 -1.727 0.58
H 3.021 3.798 0.442 0.24
H 5.210 3.984 1.038 0.36
H 6.903 2.338 1.020 0.34
H 6.594 0.057 0.540 0.36
H 4.652 -1.122 0.300 0.45
H 3.081 -2.290 -0.064 0.77
H 1.554 -2.449 0.726 -2.03
H 3.960 -1.448 2.304 0.34
H 3.783 -3.144 1.940 0.49
C -6.162 -4.599 -0.186 -1.67
C -5.143 -4.905 0.922 1.99
C -5.714 -4.441 2.267 -1.75
C -4.940 -6.418 0.984 -2.09
C -3.839 -4.160 0.633 -0.50
C -3.819 -2.771 0.552 -0.61
C -2.634 -2.112 0.305 -0.26
Se -2.665 -0.249 0.042 0.23
C -2.545 -0.266 -1.875 0.23
C -3.657 -0.469 -2.663 -0.97
C -3.525 -0.581 -4.051 -0.49
C -2.247 -0.476 -4.577 -0.30
C -1.091 -0.270 -3.811 0.33
C -1.275 -0.161 -2.441 0.02
O -0.226 0.058 -1.604 0.52
C 0.259 -0.202 -4.554 2.35
C 1.497 -0.031 -3.664 -2.15
C 0.455 -1.505 -5.346 -1.73
C 0.223 0.986 -5.526 -1.77
C -4.761 -0.833 -4.918 2.13
C -5.425 -2.146 -4.479 -1.66
C -4.416 -0.945 -6.402 -2.12
C -5.753 0.323 -4.738 -1.71
C -1.375 -2.735 0.131 -0.13
O -0.280 -2.004 0.004 1.14
C -1.414 -4.155 0.075 -0.16
C -2.632 -4.788 0.372 -0.36
C -0.280 -5.129 -0.329 2.47
C 1.046 -4.493 -0.750 -1.94
C 0.024 -6.083 0.836 -1.79
C -0.755 -5.949 -1.545 -1.67
H -7.101 -5.131 -0.005 0.46
H -6.389 -3.530 -0.233 0.34
H -5.776 -4.903 -1.163 0.35
H -6.650 -4.965 2.488 0.45
H -5.009 -4.643 3.078 0.36
H -5.925 -3.369 2.267 0.32
H -5.892 -6.901 1.218 0.44
H -4.588 -6.826 0.033 0.35
H -4.224 -6.701 1.761 0.40
H -4.727 -2.190 0.674 0.52
H -4.628 -0.564 -2.188 0.51
H -2.120 -0.562 -5.648 0.33
H 1.614 -0.847 -2.952 0.13
H 2.376 -0.020 -4.316 0.64
H 1.486 0.900 -3.096 0.23
H 0.482 -2.366 -4.672 0.26
H -0.340 -1.674 -6.076 0.30
H 1.404 -1.466 -5.888 0.52
H 0.077 1.925 -4.982 0.31
H 1.172 1.052 -6.068 0.49
H -0.579 0.896 -6.263 0.27
H -4.736 -2.987 -4.591 0.34
H -5.741 -2.112 -3.433 0.37
H -6.311 -2.343 -5.090 0.45
H -3.731 -1.773 -6.603 0.38
H -5.331 -1.127 -6.971 0.43
H -3.965 -0.026 -6.787 0.41
H -6.065 0.428 -3.696 0.33
H -5.306 1.270 -5.053 0.36
H -6.650 0.150 -5.340 0.45
H -2.623 -5.871 0.380 0.28
H 1.640 -4.219 0.120 0.34
H 1.625 -5.237 -1.305 0.78
H 0.919 -3.607 -1.371 -0.12
H 0.298 -5.519 1.733 0.25
H -0.830 -6.718 1.087 0.31
H 0.863 -6.736 0.575 0.51
H -0.889 -5.298 -2.415 0.36
H 0.001 -6.699 -1.797 0.50
H -1.698 -6.469 -1.374 0.26
```

Summary:
**ΔE to the lowest compared entry with this formula, charge and spin**: 0.0 kJ/mol
**E_HOMO**: -7.021 eV
**Multiplicity**: 1
**Charge**: 0
**Molecular weight**: 881.93 g mol⁻¹
**Lowest unoccupied orbital energy**: -0.1278 eV
**Gap between HOMO and LUMO**: 6.89 eV

---

Record 3
The following is a quantum chemistry calculation of 6 unconnected molecules or ions with the total composition C50H68B2N5O27S at a distorted geometry, from the Open Molecules 2025 dataset.

```
153
Properties=species:S:1:pos:R:3:mulliken_charge:R:1
C -0.241 2.696 3.826 -0.32
O 1.091 2.587 3.360 -0.43
C 1.214 2.509 1.954 -0.96
C 2.035 1.275 1.572 -0.22
C 1.918 1.029 0.069 -1.72
C 2.375 -0.349 -0.498 1.76
C 2.154 -1.457 0.556 -2.29
N 3.226 -1.629 1.544 -0.02
C 3.830 -0.159 -1.039 -0.13
C 4.834 0.356 0.012 -1.51
C 5.311 1.817 -0.200 -1.55
C 6.751 1.960 -0.680 -1.19
S 7.946 1.636 0.608 1.22
O 7.324 0.913 1.662 -0.58
O 9.116 1.106 -0.019 -0.64
O 8.295 3.078 1.174 -0.48
C 4.397 -1.331 -1.893 1.75
C 5.710 -0.878 -2.545 -3.11
C 4.697 -2.580 -1.022 -0.88
C 5.559 -3.675 -1.673 -0.20
C 7.022 -3.634 -1.204 -1.62
O 4.977 -4.942 -1.347 -0.60
C 3.418 -1.722 -3.016 -0.62
B 3.637 -0.973 -4.436 0.87
C 3.672 0.560 -4.724 -0.75
O 3.754 -1.831 -5.520 -0.70
N 2.001 -1.788 -2.518 0.22
N 1.060 -2.188 -3.512 -0.54
C 1.463 -0.629 -1.743 -1.73
N 1.408 0.548 -2.598 0.02
B -0.038 -1.102 -1.313 0.80
O -0.213 -2.428 -0.961 -0.57
N -1.161 -0.174 -1.303 0.14
C -2.253 -0.751 -2.119 -1.10
C -1.623 0.193 0.046 -1.01
H -0.662 3.680 3.600 0.29
H -0.224 2.576 4.901 0.00
H -0.887 1.928 3.392 0.27
H 0.217 2.433 1.511 0.36
H 1.680 3.410 1.556 0.49
H 1.646 0.474 2.199 0.53
H 3.050 1.491 1.895 -0.18
H 0.892 1.260 -0.213 1.24
H 2.518 1.790 -0.428 -0.16
H 1.954 -2.428 0.107 0.63
H 1.233 -1.221 1.096 0.58
H 2.920 -1.357 2.464 0.32
H 3.530 -2.589 1.580 0.28
H 3.730 0.655 -1.759 0.88
H 5.730 -0.259 0.040 1.16
H 4.434 0.299 1.010 0.48
H 4.657 2.374 -0.870 0.67
H 5.253 2.324 0.764 0.36
H 6.915 2.983 -1.018 0.87
H 7.032 1.311 -1.503 0.14
H 8.582 3.623 0.431 0.39
H 5.637 0.126 -2.958 0.46
H 6.515 -0.864 -1.815 0.69
H 6.035 -1.563 -3.331 0.40
H 3.743 -3.072 -0.821 0.16
H 5.101 -2.265 -0.065 1.06
H 5.524 -3.617 -2.759 0.37
H 7.079 -3.206 -0.205 0.35
H 7.641 -3.057 -1.886 0.32
H 7.394 -4.654 -1.157 0.51
H 5.344 -5.244 -0.514 0.44
H 3.655 -2.768 -3.233 0.04
H 4.461 0.787 -5.443 0.42
H 2.739 0.829 -5.226 0.21
H 3.791 1.209 -3.862 0.22
H 4.674 -1.924 -5.781 0.32
H 1.993 -2.559 -1.844 0.94
H 1.432 -2.943 -4.074 0.38
H 0.777 -1.398 -4.082 0.02
H 1.275 0.347 -3.579 0.04
H 0.636 1.138 -2.318 0.37
H -0.594 -2.507 -0.075 0.48
H -2.801 0.035 -2.631 0.36
H -2.910 -1.374 -1.512 0.29
H -1.829 -1.394 -2.892 0.26
H -2.694 0.374 0.015 0.51
H -1.423 -0.566 0.811 0.28
H -1.170 1.122 0.388 0.29
C 0.467 4.105 9.805 -0.96
C 0.153 3.869 8.524 0.31
C -0.957 2.928 8.133 1.04
O -1.184 2.786 6.943 -0.56
C -1.687 2.245 9.180 -1.04
C -1.373 2.478 10.463 0.34
C -0.278 3.436 10.857 1.04
O -0.076 3.594 12.044 -0.61
O -1.987 1.898 11.480 -0.56
O 0.785 4.440 7.507 -0.54
H 1.259 4.779 10.095 0.44
H -2.473 1.562 8.888 0.43
H -1.568 2.247 12.290 0.37
H 0.362 4.106 6.695 0.29
C -3.051 1.705 -7.700 -0.87
C -1.988 1.474 -6.921 0.24
C -1.860 0.222 -6.095 0.89
O -0.845 0.089 -5.423 -0.45
C -2.930 -0.746 -6.128 -1.08
C -4.002 -0.519 -6.905 0.38
C -4.123 0.724 -7.754 0.95
O -5.119 0.836 -8.436 -0.59
O -5.021 -1.348 -6.994 -0.57
O -0.968 2.317 -6.814 -0.59
H -3.151 2.599 -8.299 0.45
H -2.833 -1.634 -5.519 0.52
H -5.652 -0.948 -7.625 0.37
H -0.338 1.909 -6.194 0.31
C 1.104 7.888 0.546 -1.07
C 1.599 9.040 1.020 0.25
C 2.253 9.130 2.374 1.10
O 2.689 10.213 2.712 -0.61
C 2.319 7.931 3.189 -0.90
C 1.821 6.779 2.719 0.43
C 1.192 6.685 1.350 0.94
O 0.779 5.599 0.977 -0.55
O 1.847 5.654 3.424 -0.53
O 1.560 10.179 0.350 -0.56
H 0.636 7.813 -0.425 0.44
H 2.774 8.009 4.167 0.46
H 1.427 4.954 2.893 0.27
H 1.987 10.848 0.921 0.37
C -4.775 -4.124 0.797 -1.13
C -5.765 -4.824 0.212 0.22
C -5.567 -5.535 -1.110 1.20
O -6.502 -6.156 -1.565 -0.55
C -4.268 -5.432 -1.762 -1.06
C -3.293 -4.736 -1.168 0.26
C -3.488 -4.043 0.155 1.16
O -2.525 -3.431 0.607 -0.60
O -2.073 -4.569 -1.660 -0.58
O -6.963 -4.936 0.742 -0.41
H -4.906 -3.611 1.739 0.47
H -4.136 -5.931 -2.711 0.46
H -1.612 -4.021 -1.000 0.27
H -7.529 -5.488 0.153 0.30
C -10.205 -4.774 1.639 -1.11
C -11.297 -4.269 2.233 0.45
C -12.670 -4.390 1.621 0.94
O -13.600 -3.914 2.243 -0.61
C -12.799 -5.057 0.338 -0.92
C -11.708 -5.558 -0.255 0.26
C -10.343 -5.454 0.370 1.17
O -9.415 -5.959 -0.246 -0.75
O -11.735 -6.180 -1.425 -0.58
O -11.267 -3.633 3.390 -0.57
H -9.218 -4.693 2.072 0.48
H -13.784 -5.127 -0.101 0.43
H -10.817 -6.447 -1.620 0.35
H -12.190 -3.381 3.588 0.37
```

Summary:
**E_HOMO**: -10.936 eV
**Multiplicity**: 1
**Charge**: +1
**Molecular weight**: 1224.79 g mol⁻¹
**Lowest unoccupied orbital energy**: -3.5930 eV
**Gap between HOMO and LUMO**: 7.34 eV